Entry 1:
{
  "formula": "C7H30N2O11",
  "method": "wB97M-V/def2-TZVPD",
  "symbols": ["O", "O", "O", "O", "O", "O", "O", "O", "O", "O", "O", "N", "N", "C", "C", "C", "C", "C", "C", "C", "H", "H", "H", "H", "H", "H", "H", "H", "H", "H", "H", "H", "H", "H", "H", "H", "H", "H", "H", "H", "H", "H", "H", "H", "H", "H", "H", "H", "H", "H"],
  "coordinates": [[0.1208, 0.9917, 2.1697], [-3.1363, -3.9182, 4.5066], [2.8401, -1.5371, -2.0557], [3.0377, 2.5119, 1.3250], [-1.7147, -2.8241, 2.0803], [-1.5807, -2.4190, -2.0509], [-1.9201, 2.9716, 1.7656], [4.2087, 6.1369, 0.6752], [0.7099, -1.2141, -0.3438], [-1.5058, -1.9232, -4.8598], [2.3439, 1.0009, -0.9681], [-1.4298, 2.1079, -0.2961], [-2.8724, 3.6251, -0.1816], [-3.1348, -3.2841, 2.1495], [2.9109, 3.9820, 1.0293], [-3.2888, -4.4153, 3.1418], [4.3124, 4.6861, 0.8003], [-0.4036, -2.4483, -4.2165], [-0.9190, -3.2875, -2.9646], [-2.0902, 2.9676, 0.5193], [-3.2650, -3.8204, 1.2095], [-0.9529, -1.7629, -1.7394], [-1.6116, -4.0340, -3.3534], [3.5975, -2.1109, -1.9402], [-1.7954, -1.2483, -4.2415], [-3.4140, 4.2627, 0.3843], [2.5521, 4.4294, 1.9562], [-3.9689, -2.5826, 2.1672], [2.2986, 1.7658, -1.5419], [0.3500, -1.6749, -4.0679], [2.2267, -1.8089, -1.3730], [2.4996, 1.9771, 0.7367], [-0.7845, 1.2353, 2.3629], [5.1035, 6.4701, 0.7740], [-2.5706, -5.2250, 3.0128], [-2.3772, -4.3760, 4.8752], [0.6446, 1.7034, 2.5376], [2.9363, 0.3984, -1.4178], [0.1888, -1.2352, 0.4588], [1.3597, -0.5284, -0.1901], [-0.2084, -3.9468, -2.4661], [-1.2366, -3.5630, 1.6969], [0.0996, -3.0777, -4.9505], [-3.3615, 3.2175, -0.9657], [4.8783, 4.3311, 1.6616], [-4.3212, -4.7628, 3.1016], [-0.7758, 1.5582, 0.2425], [-1.4654, 2.2208, -1.2992], [4.7194, 4.2715, -0.1220], [2.1662, 4.2056, 0.2654]],
  "forces_ev_per_angstrom": [[0.313, -0.737, -0.500], [0.063, -0.433, -0.887], [0.174, 0.077, -0.456], [0.408, 2.367, -0.087], [-1.948, 0.632, 0.306], [0.406, -1.602, -2.097], [-0.368, 0.513, -2.080], [-0.335, -1.715, 0.448], [-0.599, -0.774, -0.525], [0.442, -0.625, 0.752], [-0.369, 0.152, 0.134], [1.255, -1.557, 0.711], [-6.320, 5.858, -2.350], [1.775, -2.026, -1.232], [0.533, -0.296, 1.081], [-0.280, 1.288, 2.188], [-1.340, -0.819, -0.545], [1.151, 0.251, -2.333], [-2.004, 0.139, 1.597], [4.534, -4.755, 4.302], [-0.369, 0.090, -0.483], [0.984, 0.460, 1.020], [-0.623, 0.554, -0.045], [0.361, -0.128, -0.078], [-0.867, 0.814, -0.161], [-0.412, 0.245, -0.405], [-0.288, -0.035, -0.009], [0.936, 0.788, 0.564], [-0.081, 0.314, -0.064], [-0.121, 0.252, 1.378], [-0.434, -0.163, 0.392], [0.069, 0.242, -0.390], [-0.451, 0.403, 0.192], [0.047, 0.115, 0.020], [-0.139, -0.031, -0.485], [0.009, 0.197, 0.219], [0.247, 0.268, 0.086], [0.384, -0.498, -0.241], [-0.196, -0.041, 0.610], [0.124, 0.916, -0.028], [1.329, 0.765, -0.116], [-0.014, -0.134, 0.074], [-0.306, -0.849, 0.331], [0.302, 0.201, 0.141], [0.418, 0.426, -0.045], [0.030, -0.367, -0.367], [0.525, -0.370, -0.755], [0.506, -0.150, 0.476], [0.349, 0.008, 0.005], [0.189, -0.230, -0.263]],
  "lowdin_spin": [0.000, 0.009, 0.001, 0.000, 0.020, 0.301, 0.008, 0.000, -0.001, 0.311, 0.000, 0.012, -0.001, 0.004, 0.000, 0.004, 0.000, 0.121, 0.140, 0.001, 0.001, 0.003, -0.001, 0.000, 0.007, 0.000, 0.000, 0.000, 0.000, 0.015, 0.000, 0.000, 0.000, 0.000, 0.000, 0.000, 0.000, 0.000, 0.000, 0.000, 0.037, 0.000, 0.008, 0.000, 0.000, 0.001, 0.000, 0.000, 0.000, 0.000],
  "largest_force_ev_per_a": 8.93,
  "orbital_gap_ev": [8.52, 1.86],
  "charge": 1,
  "multiplicity": 2
}

---

Entry 2:
{
  "formula": "C7H30O9",
  "method": "wB97M-V/def2-TZVPD",
  "symbols": ["O", "O", "O", "O", "O", "O", "O", "O", "O", "C", "C", "C", "C", "C", "C", "C", "H", "H", "H", "H", "H", "H", "H", "H", "H", "H", "H", "H", "H", "H", "H", "H", "H", "H", "H", "H", "H", "H", "H", "H", "H", "H", "H", "H", "H", "H"],
  "coordinates": [[2.7798, 2.3918, 1.1871], [1.1976, -1.7287, 3.1051], [0.2643, 3.1218, 0.3443], [-1.3467, -2.5199, -2.0029], [0.6373, 2.5833, -2.2491], [-0.3017, -3.0695, 1.0054], [-2.8961, -3.3615, 1.5611], [-3.7311, -1.5361, -1.5317], [3.2452, 3.2668, -1.3699], [-0.8073, 2.5801, 1.1895], [1.2072, -0.6581, -0.1578], [-0.2232, -0.2933, -0.4552], [-1.1836, -0.0118, 0.6686], [-0.6610, -0.2173, -1.7049], [2.1552, -0.9918, -1.2665], [-0.6023, 1.0812, 1.6102], [-1.1206, 0.9066, 2.5780], [-0.7745, -2.3509, 1.4348], [0.4380, 0.9378, 1.8537], [-0.7704, 3.2419, 2.0402], [-3.5574, -2.8395, 1.0865], [-1.5238, 0.3717, -2.0081], [-3.2487, -2.3613, -1.4502], [0.5213, -1.6948, 3.7881], [-2.9766, -0.9347, -1.4469], [0.3746, -3.3420, 1.6420], [-0.4363, -2.6696, -1.6839], [-0.0090, -0.6418, -2.4498], [1.7372, -1.5944, -2.0769], [1.6964, -0.9212, 2.9602], [-2.1319, -3.3671, 0.9534], [3.0271, -1.5107, -0.9111], [0.4138, 2.9444, -1.3663], [-1.6485, -3.4449, -1.9785], [1.1082, 2.6933, 0.5962], [2.8869, 2.4284, 0.2164], [2.5924, 3.9270, -1.0875], [2.6963, 2.8465, -2.0551], [1.2258, -1.4476, 0.5974], [-0.1462, 2.4135, -2.7772], [3.3078, 3.0940, 1.5746], [-1.6316, -0.8158, 1.2892], [1.6200, 0.0268, 0.6332], [-2.1214, 0.4474, 0.3103], [-1.7157, 2.6552, 0.5518], [2.5767, -0.2006, -1.9002]],
  "forces_ev_per_angstrom": [[-0.382, -0.581, 0.186], [0.061, -0.969, -0.482], [-0.293, -0.760, 0.121], [0.709, -2.183, 0.092], [0.732, 0.240, -0.442], [0.269, -0.608, -0.216], [-0.065, 0.388, -0.593], [-0.097, 0.295, 0.438], [-0.834, 0.105, -0.109], [0.876, -0.897, -1.324], [-0.066, -0.029, 2.433], [-0.547, -0.273, -0.220], [0.029, 2.136, 0.648], [0.993, 0.938, 0.117], [0.535, 0.260, -1.503], [-1.257, 0.410, 1.019], [0.186, 0.581, -0.318], [0.355, 0.113, 0.197], [0.435, -0.092, -0.063], [-0.740, -0.024, 0.478], [-0.085, -0.103, 0.146], [-0.276, -0.720, 0.078], [-0.234, -0.136, -0.104], [0.377, 0.738, 0.066], [-0.269, 0.060, -0.154], [-0.195, 0.179, -0.097], [-0.374, 0.543, 0.076], [-0.077, 0.689, -0.606], [-0.343, -0.533, 0.430], [-0.424, 0.235, 0.584], [-0.327, -0.424, 0.419], [0.278, -0.395, 0.373], [-0.651, -0.391, -0.156], [-0.205, 0.141, -0.373], [-0.409, 0.332, 0.442], [0.786, 0.209, 0.083], [0.422, 0.256, 0.049], [0.205, -0.272, -0.118], [-0.354, -0.867, -0.681], [-0.045, 0.131, 0.335], [0.061, 0.075, -0.231], [0.906, -0.082, -0.465], [-0.006, 0.608, -1.516], [0.312, -0.199, -0.489], [0.359, 0.230, 0.806], [-0.333, 0.647, 0.644]],
  "nbo_charge": [-0.986, -0.977, -0.794, -0.945, -1.011, -0.968, -0.963, -0.942, -0.953, -0.058, -0.488, 0.019, -0.445, -0.390, -0.615, -0.430, 0.209, 0.481, 0.204, 0.184, 0.471, 0.194, 0.465, 0.490, 0.472, 0.499, 0.489, 0.199, 0.198, 0.493, 0.482, 0.219, 0.503, 0.467, 0.498, 0.505, 0.472, 0.508, 0.242, 0.481, 0.485, 0.207, 0.219, 0.214, 0.181, 0.218],
  "de_lowest_ev": 2.2872,
  "largest_force_ev_per_a": 2.43,
  "smiles": "C=C(CC)CCCO.O.O.O.O.O.O.O.O",
  "orbital_gap_ev": 9.02,
  "charge": 0
}

---

Entry 3:
{
  "formula": "C7H32BF4N14O9",
  "method": "wB97M-V/def2-TZVPD",
  "symbols": ["F", "F", "F", "F", "O", "O", "O", "O", "O", "O", "O", "O", "O", "N", "N", "N", "N", "N", "N", "N", "N", "N", "N", "N", "N", "N", "N", "C", "C", "C", "C", "C", "C", "C", "B", "H", "H", "H", "H", "H", "H", "H", "H", "H", "H", "H", "H", "H", "H", "H", "H", "H", "H", "H", "H", "H", "H", "H", "H", "H", "H", "H", "H", "H", "H", "H", "H"],
  "coordinates": [[0.5926, -1.6293, -0.0679], [-0.2762, 0.0260, -1.4124], [-1.0445, -0.2073, 0.7395], [1.0668, 0.5763, 0.1344], [-4.1748, -1.0154, -4.5536], [-2.6555, 3.7820, -2.2749], [4.3049, 3.8406, 1.1581], [4.6654, -0.0399, -0.5158], [-2.5805, 3.8451, 2.9998], [3.3218, -2.6664, 3.5972], [-3.9166, -3.9662, 1.5116], [0.4624, -5.2221, -2.9226], [2.5728, -0.8950, -1.9869], [-3.0664, 0.9449, -4.2101], [0.3463, -4.2267, -0.8893], [-0.5134, 3.1541, -1.7386], [-2.2245, 2.0356, -0.8484], [3.6018, 1.7111, 1.3533], [-3.2237, -1.8049, 1.5862], [1.5001, -1.6797, 2.6302], [-0.8172, 3.2617, 1.6225], [2.9049, -3.0122, 1.4324], [-1.9686, -3.5200, 2.4453], [-0.3806, -3.1518, -2.7847], [-0.9096, 5.3410, 2.4528], [-2.7355, -0.7165, -2.7851], [2.5238, 3.3639, 2.4709], [-1.5778, 4.1596, 2.3523], [0.2012, -4.2490, -2.2190], [-3.0469, -3.1271, 1.7786], [-3.3794, -0.3150, -3.9128], [2.6247, -2.4304, 2.6038], [3.5355, 3.0182, 1.6552], [-1.8896, 3.0649, -1.6597], [0.0487, -0.3651, -0.1236], [-0.4990, -3.1145, -3.7819], [-2.9188, -1.6790, -2.5457], [-1.9617, -0.2016, -2.3989], [1.2708, -1.4664, 1.6650], [0.5722, -5.0934, -0.4356], [0.0179, 5.1820, 2.1215], [0.2873, -3.3528, -0.3866], [-0.9853, 2.3049, 1.8873], [1.8547, -0.6512, -1.3865], [3.7825, -0.0990, -0.9188], [5.2337, -0.5313, -1.1127], [2.4915, 4.3531, 2.6595], [-0.0891, 4.0029, -2.0673], [0.0694, 2.4480, -1.3265], [-3.1664, 1.8113, -0.5838], [-4.1248, -1.4150, 1.3782], [2.1264, -1.2406, -2.7657], [-2.4253, -1.2503, 1.3085], [2.8313, 1.0991, 1.5486], [2.3547, -2.8595, 0.6084], [0.0363, 3.6149, 1.2397], [-2.0384, -4.3393, 3.0241], [-1.4476, 1.4514, -0.6022], [-3.4208, 1.2336, -5.1097], [1.4264, -1.0355, 3.3981], [3.7307, -3.5830, 1.4114], [-2.2547, 1.4160, -3.8532], [-1.2611, -2.8989, 2.8088], [4.3621, 1.4943, 0.7270], [2.0067, 2.7501, 3.0737], [-1.1660, 6.0498, 3.1156], [-0.5876, -2.2850, -2.3193]],
  "forces_ev_per_angstrom": [[-0.143, -0.536, 0.033], [-0.922, -0.883, -1.266], [0.564, -0.122, -0.106], [0.411, -0.018, 1.298], [0.739, 0.747, 0.690], [0.000, 0.318, 0.221], [-0.318, 0.049, 0.530], [0.028, 0.139, 0.143], [0.770, 0.525, -1.196], [-0.464, 0.511, -0.416], [0.297, 0.687, 0.059], [0.162, 0.115, 0.392], [-0.353, -0.059, -0.042], [-0.338, 1.599, -1.755], [0.277, 0.298, 0.961], [0.237, 0.414, -0.449], [-0.116, -0.250, -0.092], [0.510, 0.207, 0.272], [0.831, 1.531, -0.372], [-0.311, -0.011, -0.868], [-1.424, 0.315, 0.473], [0.135, -0.411, -0.989], [2.995, -0.363, 1.311], [-0.089, 1.153, -0.273], [-0.311, 0.223, -0.658], [-0.411, -1.283, 0.213], [-1.217, 1.497, 0.822], [-0.222, -1.383, 1.959], [-0.541, -0.948, -1.617], [-3.391, -1.592, -0.033], [-0.400, -1.347, 0.132], [1.464, -1.135, 2.395], [0.914, -0.280, -1.315], [0.217, -0.090, -0.079], [0.114, 1.934, 0.224], [0.145, -0.377, 0.042], [0.311, 0.123, 0.260], [-0.183, -0.182, 0.108], [-0.697, 0.833, 0.866], [0.103, 0.146, 0.014], [0.551, 1.245, 0.369], [-0.193, -0.640, 0.026], [0.339, -0.066, -0.528], [0.275, -0.036, -0.336], [0.530, -0.107, -0.128], [-0.046, -0.042, -0.046], [-0.024, -0.166, 0.265], [-0.122, -0.141, -0.176], [0.157, 0.156, 0.094], [0.050, 0.028, -0.272], [-0.067, -0.570, -0.402], [0.036, -0.023, -0.046], [-0.230, 0.060, 0.337], [0.197, -0.251, -0.272], [0.206, -0.076, -0.224], [0.344, -0.794, -0.209], [-0.285, -0.309, -0.595], [-0.709, -0.160, 0.517], [0.165, 0.267, 0.188], [-0.090, 0.175, -0.257], [-0.100, 0.054, -0.149], [-0.100, 0.037, 0.135], [-0.287, 0.410, -0.252], [-0.319, -0.694, -0.078], [0.193, -0.149, -0.093], [0.066, -0.122, -0.080], [0.092, -0.181, 0.321]],
  "nbo_charge": [-0.554, -0.563, -0.552, -0.573, -0.685, -0.662, -0.689, -0.976, -0.661, -0.689, -0.673, -0.682, -0.968, -0.826, -0.849, -0.877, -0.843, -0.843, -0.866, -0.858, -0.857, -0.837, -0.837, -0.860, -0.845, -0.871, -0.865, 0.774, 0.766, 0.759, 0.765, 0.762, 0.760, 0.769, 1.317, 0.406, 0.406, 0.408, 0.394, 0.409, 0.375, 0.407, 0.414, 0.485, 0.498, 0.473, 0.394, 0.401, 0.396, 0.414, 0.405, 0.490, 0.408, 0.396, 0.398, 0.388, 0.403, 0.393, 0.397, 0.405, 0.411, 0.396, 0.389, 0.442, 0.395, 0.409, 0.387],
  "de_lowest_ev": 1.2870,
  "largest_force_ev_per_a": 3.75,
  "orbital_gap_ev": 9.58,
  "charge": -1
}

---

Q: Which formula does entry 1 have?
A: C7H30N2O11